No. 1
DFT (ωB97M-V with the def2-TZVPD basis set) results for the ion C2H7N2O with charge +1 in a non-equilibrium geometry.

LUMO: -3.9 eV
SMILES: N[C@@H]1O[C@H]1[NH3+]
total charge: +1
energy above the lowest of the compared OMol25 structures with the same formula, charge and spin: 294.2 kJ/mol

Last column: natural (NBO) charge in e.
CARTESIAN COORDINATES (ANGSTROEM)
N  0.474  -1.353  1.777  -0.813
C  0.749  -0.161  0.873  0.205
O  -0.107  0.963  0.840  -0.450
C  -0.225  0.046  -0.246  0.126
N  0.249  0.690  -1.529  -0.652
H  0.253  -1.073  2.732  0.394
H  -0.428  -1.812  1.465  0.363
H  1.773  0.133  0.952  0.218
H  -1.199  -0.512  -0.111  0.262
H  -0.302  0.384  -2.253  0.443
H  1.221  0.544  -1.631  0.454
H  0.068  1.645  -1.503  0.450

No. 2
DFT (ωB97M-V with the def2-TZVPD basis set) results for a cluster of 3 separate species, C4H9ClFP in total in a non-equilibrium geometry.

LUMO: 0.3 eV
SMILES: C=CF.C=PC.Cl
energy above the lowest of the compared OMol25 structures with the same formula, charge and spin: 134.5 kJ/mol

Last column: natural (NBO) charge in e.
CARTESIAN COORDINATES (ANGSTROEM)
C  -3.269  1.630  -1.380  -0.491
C  -2.782  1.123  -0.269  0.208
F  -2.929  -0.202  -0.071  -0.338
H  -3.606  0.930  -2.253  0.221
H  -3.267  2.742  -1.580  0.220
H  -2.281  1.769  0.448  0.181
C  3.091  0.374  1.586  -0.821
P  1.615  0.412  0.739  0.670
C  1.783  1.746  -0.500  -0.983
H  3.363  -0.354  2.296  0.221
H  3.861  0.942  1.087  0.201
H  1.629  1.335  -1.531  0.243
H  2.751  2.232  -0.331  0.229
H  1.068  2.551  -0.427  0.240
Cl  -0.876  -3.332  -0.274  -0.288
H  -1.195  -2.061  -0.422  0.286

No. 3
DFT (ωB97M-V with the def2-TZVPD basis set) results for a cluster of 15 separate species, C41H102N9O27 in total in a non-equilibrium geometry.

LUMO: -7.7 eV
total charge: +3

Last column: Mulliken charge in e.
CARTESIAN COORDINATES (ANGSTROEM)
C  0.927  0.729  -1.412  -0.113
N  0.811  0.727  0.076  0.691
C  -0.648  1.113  0.456  -0.470
C  0.969  -0.745  0.527  0.827
C  1.835  1.559  0.799  -0.011
C  1.790  3.093  0.534  -1.574
O  0.592  3.722  0.616  0.493
H  0.665  1.707  -1.817  -0.221
H  0.260  -0.047  -1.786  -0.099
H  1.966  0.439  -1.564  0.556
H  -0.678  1.138  1.545  0.224
H  -1.352  0.308  0.243  0.456
H  -0.891  2.031  -0.080  -0.199
H  0.152  -1.377  0.178  -1.000
H  0.988  -0.828  1.614  -0.342
H  1.907  -1.107  0.107  0.749
H  2.826  1.210  0.506  -0.381
H  1.746  1.387  1.871  -0.019
H  2.203  3.327  -0.447  0.715
H  2.461  3.614  1.217  0.240
H  0.700  4.671  0.712  0.098
C  2.427  -4.933  -3.912  -0.648
N  0.958  -4.694  -3.457  0.634
C  0.377  -5.993  -2.838  -0.821
C  0.859  -3.733  -2.267  -0.518
C  0.090  -4.039  -4.564  -0.083
C  -0.195  -4.930  -5.762  -1.064
O  1.005  -5.373  -6.391  -0.447
H  2.812  -4.088  -4.484  0.258
H  2.553  -5.847  -4.492  0.346
H  3.011  -5.134  -3.014  0.369
H  -0.492  -5.679  -2.260  0.391
H  1.031  -6.530  -2.150  0.292
H  0.131  -6.641  -3.679  0.375
H  -0.068  -3.603  -1.708  0.282
H  1.176  -2.758  -2.636  -0.181
H  1.782  -4.105  -1.823  0.147
H  0.603  -3.118  -4.842  0.159
H  -0.852  -3.767  -4.089  0.154
H  -0.822  -4.413  -6.488  0.405
H  -0.935  -5.686  -5.501  0.473
H  1.449  -4.540  -6.565  0.328
C  -4.259  6.575  1.101  -0.894
N  -3.505  5.279  0.676  0.140
C  -2.438  5.615  -0.476  -0.751
C  -2.736  4.741  1.938  -0.730
C  -4.596  4.342  0.167  -0.864
C  -4.088  2.934  -0.116  0.301
O  -4.162  2.271  1.112  -0.257
H  -4.920  6.951  0.320  0.392
H  -3.594  7.427  1.240  0.367
H  -4.934  6.326  1.920  0.408
H  -1.649  6.283  -0.131  0.415
H  -3.058  5.967  -1.301  0.403
H  -1.935  4.695  -0.773  0.216
H  -2.149  3.880  1.619  -0.002
H  -3.493  4.449  2.666  0.343
H  -2.082  5.514  2.341  0.607
H  -5.091  4.713  -0.731  0.414
H  -5.374  4.138  0.903  0.381
H  -3.055  2.812  -0.442  -0.658
H  -4.694  2.507  -0.916  0.642
H  -4.916  1.683  1.194  0.265
C  -6.249  -1.188  4.026  -0.862
N  -4.991  -1.831  3.411  0.051
C  -4.460  -2.857  4.408  -0.661
C  -5.412  -2.654  2.196  -0.953
C  -3.866  -0.878  2.937  0.401
C  -3.443  0.169  4.029  -0.675
O  -2.934  -0.278  5.237  -0.584
H  -5.888  -0.855  4.999  0.454
H  -6.996  -1.982  4.030  0.367
H  -6.620  -0.294  3.524  0.259
H  -3.435  -3.011  4.072  0.307
H  -5.027  -3.787  4.366  0.369
H  -4.551  -2.480  5.427  0.348
H  -6.206  -3.354  2.457  0.405
H  -4.553  -3.187  1.790  0.326
H  -5.884  -1.909  1.556  0.448
H  -4.346  -0.289  2.156  -0.252
H  -3.091  -1.526  2.527  0.129
H  -4.177  0.914  4.335  0.434
H  -2.708  0.861  3.618  0.300
H  -2.123  -0.725  4.981  0.495
C  4.423  -3.615  4.903  -0.827
C  5.052  -3.082  3.642  0.742
O  6.160  -3.369  3.268  -0.446
N  4.130  -2.192  2.741  1.188
H  3.790  -2.736  1.960  -0.219
H  3.288  -1.946  3.241  -0.253
C  4.894  -1.062  2.027  -0.624
H  5.184  -4.015  5.573  0.406
H  3.705  -4.375  4.594  0.126
H  3.867  -2.816  5.393  0.269
H  4.199  -0.283  1.713  0.003
H  5.376  -1.418  1.117  0.469
H  5.689  -0.591  2.605  0.462
C  0.410  -6.618  3.935  -1.071
C  -0.560  -5.453  3.688  0.784
O  -1.691  -5.378  4.096  -0.433
N  -0.011  -4.339  2.776  1.191
H  0.359  -3.571  3.317  -0.192
H  0.820  -4.707  2.336  -0.195
C  -1.000  -3.941  1.622  -0.185
H  -0.130  -7.423  4.434  0.434
H  1.138  -6.321  4.690  0.271
H  0.834  -7.063  3.035  0.229
H  -0.547  -3.005  1.295  -0.263
H  -2.033  -3.785  1.933  0.087
H  -0.891  -4.741  0.890  0.583
C  1.153  5.461  4.471  -0.719
C  2.332  4.917  5.315  0.411
O  2.355  4.917  6.572  -0.501
N  3.450  4.475  4.429  0.314
H  3.298  5.093  3.645  0.025
H  4.376  4.594  4.815  0.424
C  3.111  3.015  4.007  -0.498
H  0.741  4.800  3.708  0.074
H  1.339  6.445  4.041  0.371
H  0.295  5.599  5.129  0.439
H  3.865  2.656  3.306  0.431
H  2.149  3.132  3.509  -0.051
H  2.990  2.460  4.938  0.376
C  -2.737  1.749  -6.795  -1.167
C  -2.842  2.482  -5.504  0.729
O  -3.531  3.560  -5.354  -0.468
N  -1.988  1.955  -4.382  0.753
H  -1.594  1.091  -4.728  0.146
H  -1.258  2.607  -4.132  0.078
C  -2.794  1.695  -3.159  -0.858
H  -3.387  2.233  -7.524  0.356
H  -3.072  0.716  -6.707  0.402
H  -1.758  1.872  -7.258  0.268
H  -3.365  0.805  -3.422  0.596
H  -3.572  2.442  -3.000  0.501
H  -2.240  1.434  -2.256  -0.087
C  2.806  0.193  -8.615  -1.210
C  1.775  0.514  -7.537  0.499
O  1.064  1.458  -7.596  -0.312
N  1.653  -0.471  -6.311  0.014
H  0.699  -0.727  -6.103  0.287
H  2.197  -1.296  -6.520  0.359
C  2.269  0.023  -4.949  -0.730
H  3.841  0.215  -8.272  0.395
H  2.722  0.952  -9.393  0.345
H  2.624  -0.799  -9.027  0.403
H  3.281  0.313  -5.229  0.392
H  2.316  -0.846  -4.293  0.280
H  1.715  0.817  -4.449  0.226
O  2.905  6.997  0.000  -0.503
C  2.601  6.444  1.196  0.696
O  3.498  6.083  2.008  -0.839
O  1.428  6.108  1.464  -0.665
H  2.078  6.975  -0.486  0.298
O  5.905  1.879  1.320  -0.449
C  5.537  1.786  0.078  0.678
O  5.864  0.661  -0.416  -0.781
O  4.825  2.638  -0.470  -0.628
H  6.380  1.048  1.389  0.314
O  3.532  -5.608  -0.287  -0.535
C  2.869  -4.968  0.709  0.695
O  2.277  -5.695  1.491  -0.800
O  2.886  -3.742  0.713  -0.932
H  3.338  -6.489  0.040  0.305
O  1.637  4.939  -2.481  -0.320
C  1.281  4.210  -3.584  0.532
O  2.051  3.903  -4.476  -0.690
O  0.091  3.815  -3.682  -0.939
H  0.797  4.869  -2.021  0.193
O  1.474  -0.115  4.315  -0.341
C  0.799  -1.274  4.241  0.015
O  1.461  -2.317  4.235  -0.836
O  -0.453  -1.301  4.113  -0.423
H  2.320  -0.444  4.627  0.347
O  -1.656  -1.450  -1.780  0.227
C  -2.721  -2.222  -1.700  0.575
O  -2.971  -2.941  -0.713  -0.672
O  -3.399  -2.303  -2.704  -0.705
H  -1.804  -1.214  -2.699  -0.365